ORCA calculation (ωB97M-V/def2-TZVPD) on the molecule C3H7N5O.

CARTESIAN COORDINATES (ANGSTROEM)
1 N -2.160 -1.198 0.028
2 C -0.836 -0.886 0.031
3 N 0.214 -1.692 -0.072
4 C 1.279 -0.891 -0.018
5 O 2.554 -1.190 0.011
6 N 0.920 0.398 -0.091
7 N 1.843 1.430 0.060
8 C -0.508 0.454 -0.067
9 N -1.122 1.715 -0.099
10 H -2.261 -1.969 -0.596
11 H -2.527 -1.485 0.909
12 H 2.736 -2.193 -0.321
13 H 1.668 1.747 1.033
14 H 1.581 2.152 -0.661
15 H -1.706 1.729 -0.955
16 H -1.674 1.879 0.806

The value obtained for the largest force on an atom is 4.670 eV Å⁻¹. As for the SMILES: Nc1nc(O)n(N)c1N. The calculation puts the energy above the lowest of the compared OMol25 structures with the same formula, charge and spin at 163.6 kJ/mol. The orbital gap is 8.263 eV.